Computed, not measured: a molecular structure, C15H21NO4PdS4, with wB97M-V/def2-TZVPD.

Structure (XYZ):
```
46
Properties=species:S:1:pos:R:3
Pd 1.622 -0.622 -0.215
C 2.301 1.242 2.127
C 2.908 2.084 1.003
S 2.491 1.497 -0.682
C 4.171 1.477 -1.381
C 5.202 0.524 -0.770
S 4.733 -1.226 -0.803
C 4.778 -1.717 0.950
C 4.207 -0.787 2.020
S 2.396 -0.566 1.956
H 1.225 1.413 2.174
H 2.748 1.546 3.082
H 3.996 2.135 1.094
H 2.528 3.103 1.103
H 4.601 2.487 -1.370
H 4.003 1.204 -2.426
H 5.428 0.808 0.257
H 6.136 0.629 -1.330
H 5.812 -1.953 1.221
H 4.211 -2.650 0.949
H 4.680 0.196 1.986
H 4.472 -1.225 2.988
C -7.319 0.371 -1.274
C -5.885 0.383 -0.809
C -4.957 1.260 -1.367
C -3.629 1.244 -0.969
C -3.198 0.355 0.008
C -4.115 -0.520 0.573
C -5.444 -0.505 0.166
S -1.445 0.282 0.446
O -1.009 1.669 0.349
O -1.477 -0.260 1.803
N -0.793 -0.582 -0.642
C -1.141 -1.998 -0.670
C -0.152 -2.872 -1.486
O -0.634 -3.934 -1.942
O 1.037 -2.481 -1.580
H -7.593 1.323 -1.732
H -8.005 0.185 -0.445
H -7.488 -0.412 -2.019
H -5.284 1.963 -2.128
H -2.903 1.921 -1.402
H -3.771 -1.203 1.339
H -6.151 -1.197 0.614
H -2.138 -2.159 -1.102
H -1.152 -2.432 0.340
```

Frontier orbital gap   3.974 eV
Charge   -2
ΔE to the lowest compared entry with this formula, charge and spin   10.6 kcal/mol
HOMO   0.5 eV
Calculated total energy   -2660.5094 Ha

=====

Computed, not measured: a molecular structure, C15H22AsBiF6N6O5S at a distorted geometry, with wB97M-V/def2-TZVPD.

Structure (XYZ):
```
57
Properties=species:S:1:pos:R:3
Bi -0.312 0.627 -0.659
O 0.605 0.023 -3.042
C -0.076 -0.731 -4.051
C -0.936 -1.796 -3.402
N -2.084 -1.224 -2.703
C -2.968 -0.493 -3.453
C -2.604 1.537 -3.547
O -3.035 1.778 -4.598
O -2.072 1.735 -2.509
C -2.590 -1.901 -1.516
C -1.591 -2.243 -0.410
O -1.887 -3.107 0.387
O -0.492 -1.538 -0.319
H 0.851 0.892 -3.393
H 0.663 -1.222 -4.687
H -0.683 -0.069 -4.669
H -0.338 -2.361 -2.689
H -1.266 -2.477 -4.194
H -3.960 -0.359 -3.041
H -2.914 -0.590 -4.532
H -3.095 -2.835 -1.776
H -3.337 -1.253 -1.049
C -1.955 -2.035 4.765
C -1.102 -0.904 4.338
N -0.317 -0.202 5.086
N 0.229 0.727 4.254
C -0.209 0.628 3.003
S 0.225 1.664 1.731
N -1.065 -0.418 3.035
N -1.789 -0.836 1.930
H -1.802 -2.208 5.826
H -1.708 -2.942 4.212
H -3.008 -1.806 4.594
H 0.874 1.415 4.608
H -2.783 -0.771 2.122
H -1.553 -1.792 1.663
N 1.882 -0.227 -0.605
C 2.649 -0.079 0.612
C 2.484 -1.012 1.626
C 3.184 -0.853 2.812
C 4.039 0.230 2.976
C 4.193 1.155 1.952
C 3.493 1.006 0.763
H 2.352 0.232 -1.379
H 1.750 -1.212 -0.823
H 1.818 -1.855 1.478
H 3.074 -1.584 3.602
H 4.591 0.351 3.898
H 4.864 1.994 2.070
H 3.599 1.739 -0.028
F 1.321 2.153 -1.596
As 0.865 4.027 -1.476
F 2.351 4.318 -2.259
F 0.090 3.734 -2.980
F 0.389 5.633 -1.334
F 1.664 3.937 0.047
F -0.567 3.400 -0.671
```

Spin multiplicity   2
Frontier orbital gap (spin up / spin down)   7.626 / 8.076 eV
Charge   +1
ΔE to the lowest compared entry with this formula, charge and spin   36.0 kcal/mol
HOMO (spin up / spin down)   -11.0 / -12.1 eV
Calculated total energy   -4737.2047 Ha